[1]
{"formula": "C8H18BBeBrCaClF5MgNNaO8P", "method": "ωB97M-V/def2-TZVPD", "species": ["H", "H", "O", "C", "H", "O", "H", "H", "F", "H", "C", "H", "C", "O", "Be", "B", "C", "Na", "F", "Br", "H", "H", "Ca", "H", "N", "C", "O", "H", "O", "H", "C", "H", "H", "H", "Mg", "O", "F", "H", "Cl", "P", "O", "F", "F", "C", "O", "H", "C", "H"], "positions_angstrom": [[3.9332, -4.3434, -2.9103], [3.4966, -1.6280, 3.8607], [3.0049, -0.4631, 1.4544], [0.6131, -2.2040, 2.2496], [1.8931, -3.3907, -1.7734], [-0.6877, 2.0359, -4.5956], [-2.1974, 0.9966, -5.8356], [-0.9428, -0.7977, 0.7398], [-4.5329, -0.1319, 0.2353], [1.2622, -2.6204, 3.0306], [3.1528, -5.0386, -2.5095], [-0.5633, 5.4488, -1.5848], [-0.0508, -0.9106, 2.7087], [-2.7513, 1.6642, -5.4036], [-2.7698, 1.4625, -0.3041], [-5.9853, 0.1872, 0.5141], [-0.5764, -0.1056, 1.5061], [-3.0556, 3.9901, 0.6991], [-6.7735, 3.6169, -0.2350], [-1.0967, 4.5290, -2.9499], [3.7544, -5.8304, -1.9967], [5.4191, -0.5917, 1.5784], [6.4522, -1.8824, 4.4163], [0.2155, 0.4990, 1.0548], [4.3402, -1.0697, 3.7438], [2.4256, -4.2526, -1.3675], [1.3928, -2.0091, 1.0217], [-2.2291, 6.0308, -0.9405], [-2.4397, 3.2812, -3.9509], [4.3211, 1.0970, 2.5932], [-1.1760, 6.2418, -0.6637], [-0.8807, 7.2146, -1.0950], [-0.9153, -1.1415, 3.3453], [-0.1564, -2.9417, 2.0008], [-0.6408, 2.3954, -1.4353], [3.5550, -2.6339, 1.1887], [-6.5477, -0.9665, 1.0416], [0.6161, -0.2669, 3.2959], [-1.8924, 0.9726, 2.0376], [4.3117, -0.2720, 2.3649], [2.2911, -5.4840, -3.4050], [-6.5396, 0.5281, -0.6920], [-5.9927, 1.2232, 1.4455], [2.6844, -1.8250, 1.2139], [-0.7400, 5.8405, 0.4458], [1.7144, -4.8944, -0.8479], [-1.8796, 2.3393, -4.6464], [3.1637, -3.8989, -0.6441]], "lowdin_charge": [0.12, 0.00, -0.16, -0.10, 0.07, -0.03, 0.13, 0.10, -0.05, 0.14, -0.45, -0.11, -0.22, 0.15, 0.52, -1.23, -0.57, 0.53, -0.59, 0.84, 0.13, 0.02, 1.15, 0.05, -0.44, -0.10, 0.03, 0.07, -0.33, 0.04, -0.40, 0.11, 0.12, 0.15, 0.78, 0.15, 0.13, 0.12, 0.66, 0.73, -0.06, 0.15, 0.10, -0.60, -0.14, 0.07, -0.81, 0.03], "homo_lumo_gap_ev": 1.59, "total_charge": 1, "multiplicity": 1, "homo_energy_ha": -0.323, "relative_energy_ev": 0.000}

[2]
{"formula": "C68H54BrFGeN5O2P3STa", "method": "ωB97M-V/def2-TZVPD", "species": ["H", "Br", "H", "C", "C", "C", "H", "C", "C", "H", "O", "H", "H", "H", "C", "C", "C", "C", "C", "H", "C", "C", "C", "H", "P", "C", "C", "C", "H", "C", "C", "H", "C", "C", "C", "C", "H", "H", "S", "H", "C", "C", "H", "N", "C", "F", "H", "C", "H", "C", "H", "C", "C", "O", "C", "C", "N", "H", "C", "C", "C", "H", "H", "H", "C", "H", "C", "C", "H", "C", "C", "H", "C", "H", "H", "H", "H", "C", "H", "H", "C", "H", "C", "C", "H", "H", "H", "C", "C", "H", "C", "Ge", "H", "P", "C", "C", "C", "H", "H", "H", "H", "H", "C", "C", "Ta", "H", "H", "H", "H", "C", "C", "C", "C", "H", "H", "C", "H", "C", "C", "H", "C", "C", "N", "C", "H", "N", "H", "C", "C", "N", "C", "H", "P", "C", "C", "H", "C"], "positions_angstrom": [[1.7024, 4.9562, -1.5354], [1.2183, -3.4539, -7.3766], [-4.8756, -1.4332, -0.7411], [1.1528, -1.3264, 4.5090], [0.8244, 1.9177, 4.9791], [0.6071, 0.5506, -6.2509], [4.0592, -3.2442, -0.8281], [2.6175, 4.3932, -1.6303], [-3.3213, -3.4300, 2.6522], [1.5678, -1.9802, -4.7869], [-0.9280, -0.7700, -1.9033], [5.9234, 2.4802, -2.1130], [-4.7525, -0.4194, -4.5163], [3.8063, 1.2522, -2.1097], [1.2489, 3.0714, 1.5081], [3.2856, 4.3351, 1.6758], [-1.6544, -2.5119, -3.9225], [-0.2954, 4.2174, -3.2712], [1.8639, 2.0005, 2.1501], [-5.2198, 0.7292, 0.7205], [-1.9294, 2.1921, 5.2176], [0.0072, -1.2441, -2.6180], [-3.0758, -1.1502, 0.6379], [4.9463, 3.3229, 2.5692], [0.9800, 2.1363, -1.9416], [-1.6483, 5.1626, -1.0588], [0.0720, -3.0354, -5.9323], [0.5467, -2.3241, -4.8373], [-6.4296, 2.3517, 2.1329], [-0.1893, 3.5401, -2.0542], [-4.6780, 3.5416, 2.5055], [-2.0407, 1.1162, 3.3765], [-0.3474, -2.0370, -3.8075], [-0.0626, -2.8318, 1.1706], [3.8261, 5.0664, -1.5990], [0.7194, -3.7775, 2.0349], [-2.9999, 2.2950, 5.3043], [1.8964, 1.8144, 4.8994], [2.7826, 0.0261, -0.0458], [-5.0573, 1.9907, -4.9969], [-1.7486, 5.8337, -2.2652], [3.7002, -2.0934, 3.7409], [-1.7004, -3.9341, -6.8140], [4.0009, -2.2489, -0.6877], [-1.2754, -3.4094, -5.9703], [-0.7992, 4.8488, 1.7680], [5.9573, 4.9114, -1.7745], [-3.2125, -2.0014, 2.9995], [3.6550, -3.4046, 5.4305], [4.9964, 3.0097, -1.9561], [3.6654, 1.2947, 3.0789], [0.2801, 2.5729, 6.0670], [3.9091, 3.2577, 2.2786], [1.1800, -1.0266, -2.2573], [-0.3680, 1.1890, -4.1506], [2.0106, 1.3753, -4.4821], [-2.1662, -2.1879, 0.1112], [0.9576, -4.6824, 1.4756], [-4.3320, -2.0021, 0.0093], [-2.6221, 2.7798, 1.4954], [-4.5944, 1.6734, -4.0757], [-4.3365, 3.6722, -3.3345], [-3.1542, -3.3320, -1.4265], [0.5009, 0.1639, -7.2528], [-3.4079, 0.8648, -1.6933], [-3.6573, -1.1322, -2.4554], [-3.8092, -0.0816, -2.6327], [-4.1877, 2.6203, -3.1482], [-5.9470, -2.0859, 1.5342], [-3.3179, 3.6923, 2.2799], [-3.4063, -4.2081, 0.5917], [4.6938, -2.3847, 3.4378], [-0.0176, 1.3935, 3.9965], [-2.1647, 5.5428, -0.1886], [-1.7805, -4.8822, 1.9872], [-3.5060, -5.1854, 0.1357], [-2.3579, -2.3608, -3.1209], [3.0238, -1.1326, 3.0112], [3.8221, 5.2558, 1.5173], [-5.1586, -4.5195, 2.0098], [-1.0675, 5.3593, -3.3754], [1.4482, 5.1103, 0.9021], [-3.3286, 1.7212, 0.9345], [2.8623, -1.7206, -0.2552], [3.8314, 6.1358, -1.4548], [-3.3067, 2.9749, -1.2413], [-1.1245, 5.8812, -4.3182], [-3.5992, 2.2241, -1.9630], [5.0172, 4.3824, -1.7685], [-1.4936, 0.4833, -5.8200], [3.1923, 2.1066, 2.5475], [-0.7064, 3.2648, 0.9284], [4.7867, -1.6688, -0.9249], [0.7879, 0.5862, 2.5538], [1.8601, 0.9015, -5.7758], [-4.4974, -3.7708, 1.5829], [-4.6978, 1.5690, 1.1625], [0.9318, 2.9787, 6.8249], [1.3537, -2.7617, 6.0756], [-3.4325, -4.0406, 3.5454], [0.2406, 3.8584, -4.1383], [-3.1553, 0.0042, 2.4904], [-3.1099, -1.0055, 2.1158], [-0.5088, 0.7151, -5.4417], [0.3016, 0.0256, -0.2229], [-1.5105, 3.2367, 7.0357], [2.7283, 0.8161, -6.4123], [-2.3421, 6.7313, -2.3366], [-1.2471, 1.3349, -3.5333], [-1.3893, 1.5315, 4.1266], [-1.0936, 2.7173, 6.1875], [-5.1243, -2.5902, 1.0541], [-1.4046, -2.9433, 1.0316], [1.6605, -3.3140, 2.3228], [-2.8009, 4.5281, 2.7238], [3.7957, 2.3245, -1.9695], [-5.2038, 4.2614, 3.1135], [-5.3730, 2.4761, 1.9529], [-3.2638, -3.0328, -0.3856], [0.1580, -4.0422, 2.9243], [1.8275, -2.3007, 5.2218], [3.1118, -2.6728, 4.8540], [-2.0971, -3.1578, -4.9747], [-0.8613, 4.0214, -0.9329], [-3.2790, -1.7525, 4.0473], [0.6892, -1.9543, 0.4007], [0.1625, -1.0228, 4.8203], [1.9522, 4.2450, 1.3062], [-2.2928, -3.9944, 1.6298], [1.8763, -2.4738, 0.1014], [-4.4158, 0.3242, -3.8105], [3.4976, -0.7083, 2.1405], [-2.5315, 0.4947, -0.1394], [2.5888, 3.0115, -1.8198], [1.7560, -0.7103, 3.4085], [2.9950, 1.6481, -4.1346], [0.9001, 1.5124, -3.6571]], "lowdin_charge": [0.10, 0.81, 0.14, -0.09, -0.06, -0.06, 0.13, -0.09, -0.07, 0.12, -0.23, 0.12, 0.12, 0.06, -0.28, -0.03, -0.09, -0.07, -0.48, 0.11, -0.06, -0.60, -0.35, 0.12, 1.04, -0.09, -0.64, -0.04, 0.12, -0.40, -0.02, 0.06, -0.10, -0.22, -0.06, 0.00, 0.11, 0.12, 0.76, 0.12, -0.04, -0.05, 0.12, 0.15, -0.14, -0.28, 0.12, 0.01, 0.12, -0.05, 0.10, -0.03, -0.02, -0.07, -0.12, -0.05, -0.01, 0.11, -0.09, -0.26, -0.03, 0.12, 0.15, 0.12, -0.34, 0.07, -0.10, -0.04, 0.17, -0.08, -0.08, 0.12, -0.36, 0.11, 0.16, 0.17, 0.07, -0.14, 0.12, 0.18, -0.03, 0.11, -0.45, -0.76, 0.12, 0.09, 0.12, -0.08, -0.04, 0.12, -0.10, 0.98, 0.11, 1.03, -0.04, -0.09, -0.09, 0.12, 0.12, 0.16, 0.12, 0.07, -0.06, -0.05, 1.41, 0.12, 0.12, 0.12, 0.10, -0.11, -0.04, 0.21, -0.14, 0.06, 0.11, -0.16, 0.12, -0.03, -0.12, 0.09, -0.05, -0.04, 0.10, -0.29, 0.13, -0.17, 0.11, -0.10, -0.10, 0.00, -0.04, 0.04, 1.12, -0.34, -0.36, 0.10, -0.37], "homo_lumo_gap_ev": [4.77, 4.77], "total_charge": 3, "multiplicity": 1, "homo_energy_ha": [-0.542, -0.542]}

[3]
{"formula": "C2Br2Cl2S", "method": "ωB97M-V/def2-TZVPD", "species": ["Cl", "Cl", "Br", "C", "C", "Br", "S"], "positions_angstrom": [[-2.8097, -2.0482, 0.2945], [1.3954, 2.1516, 0.1355], [2.4197, -0.8284, -0.1846], [1.1771, 0.4582, 0.3014], [-0.4279, -0.1250, -0.3693], [-1.8545, 1.1184, -0.4275], [-0.9018, -1.7304, -0.2147]], "lowdin_charge": [0.13, 0.56, 0.67, -1.19, -1.17, 0.63, 0.36], "homo_lumo_gap_ev": [7.43, 7.02], "multiplicity": 1, "homo_energy_ha": [-0.321, -0.301], "relative_energy_ev": 2.925}

Question: multiplicity of number 3 (C2Br2Cl2S)?
Answer: 1

Question: What is the formula in the second record?
Answer: C68H54BrFGeN5O2P3STa